Entry 1:
{"formula": "C3NS", "method": "ωB97M-V with the def2-TZVPD basis set", "symbols": ["C", "N", "C", "C", "S"], "xyz": [[-0.3492, 0.9654, 0.6663], [0.8653, -1.1513, -1.0761], [0.8697, 0.5444, 0.5759], [-1.0585, 0.0562, 0.1137], [-0.5090, -1.5146, -1.2117]], "e_homo_ev": -17.331, "spin_multiplicity": 1, "charge": 1, "orbital_gap_ev": 9.09, "e_lumo_ev": -8.24}

---

Entry 2:
{"formula": "C3O2", "method": "ωB97M-V with the def2-TZVPD basis set", "symbols": ["C", "O", "C", "O", "C"], "xyz": [[-0.0431, -0.3963, -1.0813], [1.1451, -0.0226, -1.1175], [-0.2874, -0.0407, 0.7757], [-1.1803, -0.2563, 1.5079], [0.3657, 0.7159, -0.0848]], "e_homo_ev": -10.398, "spin_multiplicity": 1, "orbital_gap_ev": 9.56, "e_lumo_ev": -0.84}

---

Entry 3:
{"formula": "C3O3", "method": "ωB97M-V with the def2-TZVPD basis set", "symbols": ["O", "O", "O", "C", "C", "C"], "xyz": [[0.7983, -1.0121, 0.0522], [-2.1857, -0.8078, -0.0547], [2.6418, 0.4153, -0.0528], [-1.8108, 0.2879, 0.0939], [-1.2031, 1.4650, -0.0128], [1.7596, -0.3482, -0.0259]], "e_homo_ev": [-10.570, -10.548], "spin_multiplicity": 1, "orbital_gap_ev": [7.88, 7.85], "e_lumo_ev": [-2.69, -2.69]}

---

Entry 4:
{"formula": "C40H100O20S5", "method": "ωB97M-V with the def2-TZVPD basis set", "symbols": ["H", "S", "H", "C", "H", "C", "H", "H", "C", "H", "H", "H", "C", "H", "H", "H", "H", "O", "H", "C", "H", "H", "H", "C", "C", "C", "H", "C", "O", "O", "C", "O", "H", "O", "O", "H", "H", "H", "H", "H", "S", "H", "C", "H", "H", "H", "H", "H", "H", "H", "H", "H", "H", "H", "H", "H", "H", "H", "C", "C", "H", "H", "H", "C", "H", "H", "C", "H", "C", "O", "H", "H", "C", "H", "H", "H", "O", "C", "H", "C", "H", "H", "C", "H", "C", "H", "H", "H", "H", "O", "O", "H", "C", "H", "H", "H", "C", "O", "H", "H", "H", "O", "H", "S", "O", "H", "H", "C", "H", "H", "H", "O", "H", "H", "H", "C", "C", "O", "C", "H", "O", "H", "H", "C", "C", "H", "O", "C", "O", "C", "C", "H", "H", "H", "O", "H", "H", "C", "O", "H", "C", "H", "H", "H", "S", "H", "H", "C", "H", "C", "H", "S", "H", "H", "H", "C", "H", "H", "H", "C", "H", "C", "H", "H", "C"], "xyz": [[-6.8147, -1.4047, 0.9908], [-0.1012, 3.7453, 0.9322], [-2.2999, -3.7238, 2.9601], [7.5110, -3.5323, 3.4957], [-4.9037, -4.7346, -0.3759], [0.5517, 5.3956, 0.5956], [-6.9668, 3.3642, -3.0977], [0.4769, 5.5652, -0.4609], [-4.7610, 4.5842, -6.8902], [-7.0159, -2.0659, 2.6034], [4.0652, -0.5123, 1.4116], [5.7987, -1.3908, 0.4558], [-6.2986, -1.6953, 1.8694], [1.7264, -2.9138, 4.2471], [1.6934, -2.8199, -0.0902], [-4.3441, 0.9854, 4.3508], [-2.5131, -1.1583, -2.3474], [-1.7628, 0.9900, -3.6366], [-1.6784, -3.2085, 0.2511], [-0.1939, -1.6965, -3.0491], [0.0549, -0.4829, 4.0868], [-4.4514, -0.6611, 2.3630], [8.7604, -6.4680, 2.4709], [-5.9861, 3.3645, -3.6343], [8.0386, -5.6367, 2.4334], [-5.4434, 0.8534, 4.3751], [1.5787, 5.3620, 0.9399], [-1.8637, -3.8866, -0.6153], [-0.5200, -1.0444, -1.7989], [3.7593, -2.7480, 0.1507], [-6.1537, 4.0237, -5.0085], [-3.1701, -3.8760, -1.1836], [-4.0949, -4.1224, 3.1563], [4.2003, 3.7762, -1.6904], [-4.8798, 3.9912, -5.6259], [4.4360, 0.6679, -0.3645], [6.9990, -2.5111, -0.1340], [-1.0339, -2.3152, -3.3992], [-0.8739, -2.0331, 3.8764], [-6.5064, 5.3147, -2.2840], [3.4747, 0.4135, 3.5928], [7.0820, -5.8988, 2.9084], [3.3858, -0.2802, -2.6504], [-3.0322, 2.6024, -3.7327], [-1.2410, 4.3535, -4.3737], [0.3321, -5.3011, 4.8428], [7.8520, -5.4328, 1.3788], [-3.8832, 4.1902, -7.4067], [-4.3603, -4.4690, 7.0419], [-5.2700, 6.0465, -3.2206], [3.0650, -4.0967, 4.4022], [5.0038, -2.7794, -1.4348], [2.2559, 2.4505, 3.1237], [-4.5754, 6.6726, -1.1058], [-6.8460, 3.5033, -5.6974], [5.8837, 2.6090, -1.3187], [-0.5396, 3.2577, -3.2600], [-3.7165, -4.3353, 0.8354], [-1.9369, 0.9752, -2.2148], [1.1770, 3.6814, -4.9627], [0.7818, 3.8816, 3.0661], [-0.0180, -6.6687, 3.7484], [3.6693, -1.1260, -1.9832], [4.1454, 1.4014, -1.1662], [-4.8093, 5.6781, -6.8946], [4.8426, 3.0434, 0.0175], [-3.1090, -4.1873, 3.5576], [-3.4895, 5.1563, -1.4209], [-4.7979, -2.6362, 0.2765], [-5.8946, -0.4107, 3.8173], [-5.8026, 1.7248, 3.8382], [6.7621, -1.5519, 2.8210], [5.0207, -3.1248, -0.4544], [-2.0628, -0.3888, -0.6984], [7.9811, -2.3813, 1.7292], [3.1960, 0.0961, -4.7338], [-1.6541, -4.1389, 5.7679], [-0.2334, 3.9564, 2.7068], [-3.9201, -5.7088, 5.8568], [3.5118, -0.7187, -4.0909], [5.4646, 0.2537, -5.7784], [-5.6911, 2.3161, -3.7255], [-5.4463, 5.3152, -2.4413], [2.3611, 0.0092, -2.4325], [0.7049, -5.9152, 4.0493], [5.1488, -4.2353, -0.3871], [-0.7938, 4.8806, 2.8962], [2.5568, -4.2255, -0.6543], [0.2409, -1.4328, 1.6311], [4.3009, 0.7844, -2.3946], [-5.4427, -2.8297, 1.5104], [4.2551, 3.1365, -3.5820], [-1.0152, 3.2822, -4.2273], [-4.4463, 6.2141, 1.1807], [7.8681, -3.1443, 4.4145], [-0.1201, -0.9428, -3.8233], [-1.8151, -0.4873, -1.7569], [0.1104, -3.9392, 2.1732], [-5.5598, -2.3810, -0.4450], [-1.6650, -4.8160, -0.1812], [4.4339, 1.2650, 1.5820], [6.0904, -3.1858, 1.5682], [5.6036, 4.2115, -3.1292], [-2.9529, -3.6060, 5.2850], [1.0034, 2.7482, 0.6423], [6.4447, -1.1536, -5.3822], [-4.0380, -1.8864, 0.3053], [-2.1373, 2.2293, -4.2159], [-1.0752, 1.4948, -1.7414], [-2.5104, 2.0534, -5.2475], [4.0410, 4.9480, -3.3227], [-5.1659, 4.9121, -0.1901], [-0.8684, 3.1111, 2.9521], [2.9924, -3.0739, 2.9105], [2.8009, 2.3206, 4.8087], [5.4108, -0.8207, -5.4901], [-5.5416, -0.4961, 2.4630], [2.1767, -0.2882, 3.7581], [-4.5277, 5.5810, -1.2299], [2.5821, -2.7788, -1.6327], [-5.0606, 4.0197, -2.8262], [-0.0710, 6.1150, 1.1037], [2.7917, -1.5032, -4.2613], [3.6905, 0.4177, 1.7868], [7.1065, -2.5794, 2.4108], [0.7574, -2.2932, -2.9314], [-0.0448, 3.0117, -5.2426], [2.3900, -3.5890, 3.6478], [-2.0353, 1.1369, 2.6260], [4.8596, 2.7345, -1.0619], [-0.9378, -0.9432, 4.0086], [-5.8129, 0.4071, 1.9543], [-0.1817, -0.1500, 0.5114], [6.6145, -4.1146, 3.7498], [4.8136, -1.0852, -4.2915], [-2.9267, -5.2954, 3.6871], [-1.7388, -0.6625, 4.7561], [3.0923, 2.2255, 3.7728], [8.5734, -4.4683, 3.0779], [-2.8977, 1.4524, -1.8979], [4.5428, 3.9921, -2.9767], [-1.1699, -3.5951, -1.4263], [3.9504, 2.8686, 3.5456], [2.6642, 0.7086, 1.5658], [1.3159, -4.7642, 2.7163], [4.8623, -1.2322, -6.3500], [1.5840, -6.4188, 4.4577], [2.6227, -3.1624, -0.5644], [1.6880, 3.3061, -4.0966], [6.0561, -2.4748, 0.3676], [-6.5282, 5.0255, -4.7856], [-1.6554, -0.2963, 2.4752], [-5.2358, 4.8354, 1.8396], [-3.5516, 4.5785, 1.0924], [-5.8054, 0.8975, 5.4033], [-4.2134, -4.6834, 5.9631], [1.6775, 3.5434, -5.9656], [1.1298, 4.7718, -4.7810], [0.6301, 0.2728, 2.0360], [-4.1612, -3.9760, -0.0683], [3.0921, 1.7032, -1.1267], [-4.5399, 5.1216, 1.0140], [-5.6845, 4.3356, -7.4809], [-5.1783, -4.6452, 5.4639], [-0.1022, -0.3774, 1.5444]], "e_homo_ev": -8.254, "spin_multiplicity": 1, "orbital_gap_ev": 8.64, "e_lumo_ev": 0.39}

---

Entry 5:
{"formula": "C40H102N6O14", "method": "ωB97M-V with the def2-TZVPD basis set", "symbols": ["H", "C", "C", "H", "O", "H", "H", "H", "H", "H", "C", "H", "O", "H", "H", "H", "C", "N", "C", "H", "C", "H", "H", "C", "O", "H", "C", "H", "C", "C", "H", "H", "H", "N", "H", "C", "H", "O", "H", "C", "O", "H", "H", "H", "H", "H", "O", "H", "H", "H", "H", "O", "H", "H", "H", "H", "H", "H", "C", "O", "H", "H", "C", "N", "H", "H", "H", "H", "C", "C", "C", "H", "H", "H", "C", "H", "C", "N", "C", "H", "H", "H", "H", "H", "H", "H", "H", "O", "H", "H", "C", "H", "H", "C", "H", "H", "H", "H", "C", "H", "H", "N", "C", "C", "C", "C", "C", "H", "C", "O", "H", "H", "H", "H", "O", "H", "N", "H", "C", "O", "O", "H", "C", "H", "H", "C", "H", "H", "H", "H", "H", "H", "H", "C", "H", "H", "H", "C", "C", "H", "H", "H", "H", "H", "C", "H", "H", "C", "H", "H", "H", "H", "H", "H", "C", "C", "C", "H", "H", "H", "H", "O"], "xyz": [[-24.9047, 14.3730, 30.5309], [-23.8816, 15.6960, 17.0360], [-18.8181, 22.7440, 23.0861], [-23.4018, 15.2763, 20.9413], [-25.1485, 14.4400, 26.8373], [-22.1720, 15.5555, 15.7784], [-24.5539, 7.5784, 23.4046], [-29.6260, 13.2140, 30.1567], [-29.1977, 13.1479, 27.4431], [-22.5557, 14.0738, 16.6883], [-22.5029, 15.1728, 16.7445], [-28.1735, 13.9157, 29.4330], [-19.7140, 14.1841, 19.6173], [-29.7851, 18.9753, 24.1650], [-24.5192, 17.9985, 24.3210], [-19.4962, 16.1804, 19.3221], [-18.3689, 10.4121, 23.8748], [-27.6999, 13.7483, 32.0335], [-29.4551, 16.9437, 24.8176], [-28.3780, 18.7782, 25.1732], [-19.3581, 15.2497, 18.7536], [-26.6662, 12.6814, 30.6424], [-21.8815, 14.9830, 18.6101], [-29.2834, 12.1199, 27.8168], [-24.3155, 15.1915, 18.2750], [-19.1609, 10.2043, 25.7120], [-24.5344, 19.7509, 18.2861], [-26.0126, 13.4238, 28.4513], [-28.5896, 12.9930, 29.8777], [-18.7770, 10.3120, 22.4200], [-22.3754, 11.8271, 27.3112], [-25.6728, 12.3961, 24.6552], [-27.9119, 11.6855, 31.4381], [-25.6396, 16.1930, 24.5433], [-24.1754, 20.4567, 17.5329], [-21.2913, 11.6686, 27.1906], [-24.9589, 12.1314, 23.0939], [-21.0097, 10.3019, 27.0402], [-30.8682, 15.5969, 24.7130], [-25.5977, 15.6321, 18.6206], [-28.6785, 16.1335, 33.8618], [-24.0815, 15.8855, 32.2604], [-21.8760, 15.3729, 21.6710], [-22.7185, 12.9273, 22.9950], [-26.3897, 15.2145, 17.9931], [-25.7709, 6.5579, 22.6854], [-23.5794, 19.6195, 19.3155], [-26.7955, 17.1624, 25.9751], [-18.2128, 14.9319, 20.8768], [-24.1863, 6.4621, 20.6584], [-27.6273, 14.5792, 34.5114], [-28.4479, 11.9515, 28.9435], [-21.6222, 19.3118, 20.8424], [-22.9178, 16.6348, 31.1744], [-23.9205, 14.9133, 28.3378], [-20.6003, 21.6755, 21.7096], [-30.7201, 16.1186, 33.5510], [-24.2892, 9.7718, 24.2616], [-21.2995, 19.3233, 19.7826], [-23.3603, 16.4347, 22.6780], [-21.0086, 12.2627, 26.3174], [-26.6514, 15.5642, 27.7000], [-25.4170, 13.2365, 27.5502], [-26.2394, 9.8964, 23.3380], [-25.1483, 17.0047, 26.4754], [-29.7552, 16.2727, 32.0778], [-18.2147, 11.4930, 24.0356], [-22.4862, 16.7673, 20.8018], [-29.7988, 16.5565, 33.1363], [-25.9454, 16.4700, 25.9266], [-25.2434, 10.3162, 24.3132], [-20.1286, 14.1742, 17.0569], [-25.6653, 16.7252, 18.6929], [-29.4004, 14.4711, 34.8450], [-28.6286, 14.7371, 34.1101], [-22.7612, 14.8851, 31.6940], [-24.0235, 7.5218, 20.9001], [-21.5899, 15.5657, 17.8263], [-20.2092, 15.1615, 17.5351], [-19.5644, 13.9847, 21.6043], [-24.5145, 12.6698, 27.7320], [-25.6564, 10.1830, 25.3170], [-22.0658, 13.3212, 24.6325], [-25.4665, 20.0836, 18.7431], [-22.5659, 9.9910, 25.7392], [-23.5132, 14.0649, 24.1897], [-25.8458, 10.0473, 22.4121], [-18.6120, 22.1885, 21.8030], [-19.9921, 10.7699, 20.1174], [-21.5250, 21.2864, 19.4630], [-22.4374, 18.8651, 18.9234], [-24.7748, 18.7805, 17.8334], [-19.4783, 20.3228, 22.0159], [-24.6564, 16.9278, 22.4678], [-18.7275, 20.3890, 19.6421], [-22.5986, 17.7859, 18.8979], [-21.1913, 9.7211, 23.7192], [-17.4429, 9.8551, 24.0098], [-23.4204, 15.7017, 31.4054], [-19.7406, 23.3381, 23.1080], [-19.8543, 15.8649, 16.7711], [-19.3443, 9.8136, 24.7894], [-18.8719, 14.0700, 20.7662], [-29.4040, 18.4246, 25.0236], [-24.2893, 15.2358, 30.2481], [-26.3024, 15.2325, 26.7078], [-28.8314, 13.8278, 32.9121], [-21.3951, 11.5022, 20.8543], [-21.4955, 9.7516, 25.8360], [-23.4301, 14.8720, 29.1671], [-18.2893, 15.2183, 18.4977], [-19.3137, 22.0236, 19.5466], [-24.6407, 17.7723, 21.7578], [-20.4720, 18.6031, 19.8409], [-23.6199, 12.0367, 24.6383], [-29.0978, 12.8385, 33.3342], [-20.7877, 20.6035, 19.3264], [-24.9534, 16.0526, 29.9403], [-20.7529, 10.2017, 24.5987], [-25.1318, 8.1338, 21.4945], [-30.8367, 16.5568, 24.7460], [-21.1195, 9.8252, 21.2255], [-27.6722, 12.6940, 31.0682], [-26.8068, 14.0528, 32.3744], [-29.8649, 17.6401, 33.1901], [-26.5282, 8.4645, 23.3992], [-27.1395, 14.6991, 26.2353], [-30.3184, 11.8423, 28.0344], [-21.5111, 8.6620, 25.9063], [-23.8521, 16.7949, 17.0420], [-22.1694, 19.1963, 17.9074], [-24.8852, 15.5135, 24.5260], [-26.1252, 17.9690, 23.5729], [-20.6001, 10.7721, 21.0293], [-18.8083, 21.9776, 23.8635], [-28.9484, 16.3678, 25.5973], [-20.8082, 12.0286, 28.0938], [-19.5556, 21.0319, 19.9438], [-25.4473, 7.6077, 22.7580], [-27.4791, 8.3162, 22.8760], [-26.1121, 12.6798, 26.9022], [-20.8768, 11.2713, 24.3966], [-19.0234, 9.2639, 22.1748], [-25.3546, 16.2140, 22.0022], [-25.2384, 17.3611, 23.7863], [-26.7266, 8.0956, 24.4073], [-29.0048, 16.6506, 23.8619], [-19.6168, 21.2567, 21.4536], [-29.7372, 14.0868, 32.3524], [-29.9392, 18.7267, 25.9250], [-24.5700, 15.3904, 16.2335], [-23.1381, 7.5685, 21.5502], [-18.2796, 13.1549, 20.7152], [-25.7867, 15.2982, 19.6482], [-22.7724, 15.9824, 21.5133], [-24.9188, 11.7841, 24.1381], [-22.9625, 13.1273, 24.0407], [-18.0123, 23.4623, 23.2416], [-23.8080, 8.0380, 19.9663], [-28.9216, 11.4612, 27.0262], [-17.9270, 10.5310, 21.7528], [-19.8441, 11.1681, 22.1372]], "e_homo_ev": -8.681, "smiles": "COCCNCCOC.COCCNCCOC.COCCNCCOC.COCCNCCOC.COCCNCCOC.COCCNCCOC.CCO.CCO", "spin_multiplicity": 1, "orbital_gap_ev": 9.15, "e_lumo_ev": 0.47}

---

What are the DFT total energy values for these records? In order: -566.60160, -264.57322, -339.88645, -5079.23382, -2966.80748 Ha.